Entry 1:
Below is a single C9H14 molecule, with properties calculated with wB97M-V/def2-TZVPD.

```
23
Properties=species:S:1:pos:R:3:forces:R:3:nbo_charge:R:1
C -1.9820 -0.9930 1.1966 -3.075 -0.564 -0.864 -0.3808
C -2.1649 -1.1089 -0.1457 3.561 0.258 1.495 -0.2191
C -1.0050 -1.1751 -1.1298 -1.159 0.277 -0.557 -0.2304
C 0.1240 -0.4711 -1.2427 0.108 0.988 0.141 -0.2017
C 0.6382 0.5779 -0.2854 1.707 -1.686 -1.702 -0.0449
C 0.1236 1.7289 0.1135 2.340 -0.797 1.478 -0.1737
C -1.1936 2.2320 -0.1278 -1.799 1.896 1.683 -0.6485
C 2.1297 0.2053 -0.1123 -0.978 0.229 2.400 -0.4115
C 2.2929 -1.1826 0.5885 1.036 -0.344 0.388 -0.6183
H -1.0461 -0.8718 1.7146 0.169 0.003 -0.127 0.2095
H -2.9592 -1.1077 1.8022 1.906 0.417 -0.668 0.1990
H -3.1247 -1.2650 -0.5517 -0.991 -0.174 -0.361 0.2060
H -1.2036 -1.8203 -1.9818 -0.063 -0.283 0.137 0.2022
H 0.8706 -0.6613 -2.0925 -1.415 0.000 1.195 0.2104
H 0.8098 2.2500 0.8256 -0.756 0.050 -0.696 0.1956
H -1.8527 1.9972 0.7761 0.520 0.109 -1.216 0.2259
H -1.1369 3.3599 -0.1165 -0.348 -1.069 -0.472 0.2177
H -1.6220 1.8238 -1.0281 -0.364 0.043 -0.250 0.2262
H 2.6288 0.9906 0.5246 -0.251 -0.737 -0.811 0.2046
H 2.5416 0.1690 -1.1058 0.541 0.093 -0.293 0.2024
H 3.3899 -1.4114 0.7059 -0.950 0.176 -0.210 0.2083
H 1.8484 -2.0431 0.0389 0.190 0.773 0.204 0.2146
H 1.8931 -1.2233 1.6337 0.070 0.342 -0.895 0.2066
```
Forces are in eV/Å.

Calculated values
Molar mass in g/mol: 122.21
Energy in a.u.: -351.23486
Relative energy (zero: lowest compared OMol25 entry of this formula, charge and spin) in kJ/mol: 250.30
SMILES string: C=C/C=C\C(=C/C)CC



Entry 2:
Below is 2 unconnected molecules or ions with the total composition C9H14, with properties calculated with wB97M-V/def2-TZVPD.

```
23
Properties=species:S:1:pos:R:3:forces:R:3:nbo_charge:R:1
C 1.1885 2.1101 -0.4537 -0.059 -0.005 0.171 -0.6306
C 0.7480 1.1640 0.6348 0.211 -0.206 -0.383 -0.0001
C 0.3906 -0.1229 0.2690 0.023 -0.719 0.566 -0.2241
C -0.0647 -1.0400 1.2141 -0.013 0.387 -0.081 -0.1968
C -0.0033 -0.7085 2.5556 -0.291 0.052 -0.015 -0.2232
C 0.3142 0.5947 2.9278 -0.248 -0.114 0.428 -0.2048
C 0.6643 1.5297 1.9759 0.174 0.099 -0.979 -0.2248
H 0.3646 2.2839 -1.1406 -0.139 0.126 -0.080 0.2200
H 1.9862 1.6693 -1.0471 0.179 -0.003 0.013 0.2182
H 1.5206 3.0740 -0.0705 0.031 -0.029 0.045 0.2124
H 0.5883 -0.5191 -0.7094 -0.374 0.326 -0.653 0.2067
H -0.5561 -1.9505 0.8886 0.587 -0.274 0.062 0.2114
H -0.2012 -1.4745 3.2938 -0.323 0.190 0.138 0.2121
H 0.1780 0.8828 3.9627 0.383 0.005 0.065 0.2134
H 0.9434 2.5550 2.1563 -0.153 0.152 0.686 0.2095
C -1.4715 -0.8407 -3.3239 0.127 -0.489 0.360 -0.6070
C -1.2255 -2.3007 -3.6830 0.104 -0.189 -0.969 -0.6054
H -2.0101 -0.2986 -4.1012 -0.279 -0.141 0.184 0.2058
H -1.9889 -0.8219 -2.3623 -0.107 0.466 -0.143 0.2050
H -0.5211 -0.3322 -3.2092 0.197 0.169 0.118 0.1995
H -0.4496 -2.7711 -3.0781 -0.015 0.132 0.087 0.2017
H -0.9087 -2.3685 -4.7333 0.105 -0.095 0.237 0.1994
H -2.1132 -2.9303 -3.6148 -0.123 0.159 0.143 0.2018
```
Forces are in eV/Å.

Calculated values
Molar mass in g/mol: 122.21
Energy in a.u.: -351.31568
Relative energy (zero: lowest compared OMol25 entry of this formula, charge and spin) in kJ/mol: 38.09
SMILES string: Cc1ccccc1.CC



Entry 3:
Below is 2 unconnected molecules or ions with the total composition C9H14, with properties calculated with wB97M-V/def2-TZVPD.

```
23
Properties=species:S:1:pos:R:3:forces:R:3:nbo_charge:R:1
C 0.6653 -0.7160 -1.7055 -0.696 0.423 -0.638 -0.6784
C 0.5704 0.9379 0.1716 -0.246 1.411 1.106 -0.0215
C -0.0053 0.4247 -1.0259 0.595 -0.861 -0.395 0.2020
C -0.0904 1.9069 0.9485 1.362 -1.577 -0.542 -0.2450
C -1.2886 2.4195 0.5211 0.199 0.425 0.134 -0.0312
C -1.1695 1.0038 -1.4607 -2.284 1.392 -0.470 -0.2717
C -1.8405 1.9928 -0.7443 1.435 -0.941 0.293 -0.0286
H 1.5728 0.6592 0.4631 0.027 -0.344 0.006 0.2426
H 0.4469 2.1781 1.8448 -0.451 0.475 0.166 0.2574
H 1.4587 -0.3225 -2.3595 0.155 0.076 0.254 0.2854
H -0.0246 -1.2217 -2.4266 0.546 0.051 0.973 0.2637
H -1.7005 3.2043 1.1399 -0.531 0.031 -0.268 0.2509
H -1.6765 0.7356 -2.3776 0.384 -0.458 -0.145 0.2530
H -2.7444 2.4084 -1.1371 -0.374 0.213 -0.004 0.2501
H 1.1269 -1.3259 -0.9241 -0.109 -0.373 -0.475 0.2657
C 1.9128 -2.9994 1.5509 -1.709 0.632 0.886 -0.6247
C 0.4204 -2.9833 1.2133 -1.040 -0.166 -0.652 -0.6276
H 2.0987 -3.9633 1.9696 0.882 -0.931 -0.489 0.2308
H 2.5423 -2.6583 0.7119 -0.029 -0.351 0.706 0.2039
H 1.9568 -2.3996 2.4687 0.733 0.514 -0.481 0.2096
H -0.0072 -1.9567 1.1659 0.301 -0.501 -0.699 0.1716
H -0.2503 -3.4313 1.9307 0.391 -0.139 1.191 0.2271
H 0.1213 -3.6675 0.3945 0.460 1.000 -0.459 0.2150
```
Forces are in eV/Å.

Calculated values
Molar mass in g/mol: 122.21
Net charge: +1
Energy in a.u.: -350.98239
Relative energy (zero: lowest compared OMol25 entry of this formula, charge and spin) in kJ/mol: 69.86
Multiplicity: 2



Entry 4:
Below is a molecular structure, C9H14AgF9NO9S3, with properties calculated with wB97M-V/def2-TZVPD.

```
46
Properties=species:S:1:pos:R:3:forces:R:3:nbo_charge:R:1
Ag -0.4706 -1.8702 -0.0021 0.223 -0.031 -0.116 0.6436
C 4.1864 -4.0087 4.3748 0.144 -0.783 0.994 -0.6210
C 4.4014 -2.6300 3.8181 -3.248 0.674 -2.255 0.0735
C 5.3733 -1.7614 4.5428 0.955 -0.466 -0.421 -0.6272
O 4.2597 -2.5599 2.4216 1.462 -0.318 1.086 -0.8508
H 3.8326 -4.0020 5.4058 -0.188 0.464 0.418 0.1709
H 5.0843 -4.6159 4.4895 0.282 -0.342 -0.741 0.1664
H 3.3757 -4.4989 3.8357 0.421 -0.171 -0.341 0.2151
H 3.4793 -2.1373 4.1266 -1.000 0.323 0.526 0.1055
H 5.4266 -0.8091 4.0152 0.102 0.038 0.224 0.2178
H 6.3335 -2.2766 4.5153 0.576 0.321 0.281 0.1681
H 4.9971 -1.6598 5.5607 0.371 0.216 0.175 0.1839
C -1.5645 -4.9767 -5.2684 -1.180 -0.715 1.030 -0.6175
C -0.9153 -3.8436 -5.9514 2.654 1.961 0.508 0.0783
C -1.7754 -3.0447 -6.9554 -0.074 -0.543 0.522 -0.6329
O -0.1991 -3.0280 -5.0862 -1.029 -0.030 0.056 -0.8809
H -0.9225 -5.3752 -4.4828 0.281 0.152 -0.119 0.2107
H -1.7523 -5.7957 -5.9627 -0.554 -0.144 -0.083 0.1671
H -2.4537 -4.6172 -4.7507 -0.510 -0.273 -0.010 0.1785
H -0.1276 -4.3884 -6.4718 0.499 -0.159 -1.382 0.0895
H -2.7382 -2.7839 -6.5160 -0.260 -0.131 0.126 0.1798
H -1.9374 -3.6623 -7.8388 -0.205 0.150 -0.363 0.1674
H -1.3137 -2.0874 -7.1968 0.344 -0.273 -0.118 0.2141
C -6.8663 -1.4803 4.4569 -0.096 -5.841 0.528 0.7354
F -7.4991 -1.1858 5.6001 -1.284 -0.581 -0.123 -0.3416
F -7.7060 -1.7712 3.3961 -0.013 1.058 1.220 -0.3561
F -6.1626 -0.4873 4.2241 2.561 4.040 -1.878 -0.3004
S -5.7054 -3.1027 4.6238 -1.492 -1.460 1.982 2.2609
O -4.7150 -2.9759 3.5757 -0.412 0.375 -0.164 -0.9853
O -5.1679 -3.0035 5.9964 -0.505 0.422 -1.338 -1.0067
O -6.6569 -4.2472 4.4884 1.184 1.954 -0.205 -1.0062
C 3.4660 7.4466 -1.3124 -1.338 -1.479 0.988 0.7769
F 3.6498 8.7574 -1.3821 -0.281 0.225 -0.068 -0.3234
F 4.4483 6.8550 -1.9739 -0.012 -0.119 -0.542 -0.3203
F 3.5886 7.0503 -0.0214 -0.220 0.525 -0.662 -0.3269
S 1.6493 6.9004 -2.0050 0.164 -0.768 -1.320 2.0670
O 0.6863 7.8648 -1.4967 0.918 -0.762 0.223 -0.9261
O 1.8052 6.9888 -3.4462 0.650 -0.541 0.811 -0.9465
N 1.4425 5.1963 -1.5399 0.000 4.317 -0.903 -1.0493
S 0.4172 5.2804 -0.3210 2.137 -4.099 3.309 2.1340
O 0.4749 3.9599 0.3490 -1.133 1.208 -2.095 -0.9436
O 0.6960 6.2812 0.6539 -0.627 1.742 0.174 -0.9502
C -1.3170 5.5179 -1.0042 1.465 -1.168 -0.242 0.7386
F -1.8078 6.6832 -0.6541 -0.543 0.129 -0.273 -0.2964
F -1.2596 5.3822 -2.3602 -0.742 0.301 1.182 -0.3223
F -2.0401 4.5226 -0.4700 -0.447 0.599 -0.601 -0.3117
```
Forces are in eV/Å.

Calculated values
Molar mass in g/mol: 655.26
Net charge: -3
Energy in a.u.: -3323.30877
Relative energy (zero: lowest compared OMol25 entry of this formula, charge and spin) in kJ/mol: 407.76



Entry 5:
Below is 2 unconnected molecules or ions with the total composition C9H14BrNSi, with properties calculated with wB97M-V/def2-TZVPD.

```
26
Properties=species:S:1:pos:R:3:forces:R:3:nbo_charge:R:1
C 1.0669 -1.2513 0.2983 -2.755 0.324 -0.505 0.2825
C -0.9577 -2.0459 -0.3713 2.698 -0.922 -2.274 -0.3876
C 0.2065 1.1209 0.4874 -1.212 -1.373 -0.296 0.4938
C -1.4545 -3.0497 0.5907 1.702 -3.672 0.008 -0.7332
C -1.8313 -0.0209 -2.5919 -2.219 0.551 -0.386 -1.1231
C 0.7639 2.3534 1.1727 0.148 -2.188 -0.835 -0.4862
C 1.9730 1.8962 1.9257 0.739 -0.026 -1.353 -0.4149
C 2.5615 0.7972 1.0220 -3.192 -1.353 -0.255 -0.3731
C 1.3235 -0.0150 0.5047 0.735 0.061 0.395 -0.3745
N -0.9476 0.9539 0.0709 0.314 0.512 0.272 -0.8128
Si -1.7384 -0.3319 -0.7344 -0.328 1.349 -1.403 1.5122
Br 1.7908 1.6894 -2.4791 -0.105 -0.143 0.365 -0.6982
H -2.3136 -3.7252 0.1873 0.990 1.763 0.708 0.2784
H -0.6798 -3.9394 0.8482 -1.215 2.000 -1.148 0.2549
H -1.5274 -2.6403 1.5664 -1.175 0.472 0.806 0.2353
H -2.0275 -0.9071 -3.1795 0.077 -0.820 0.094 0.2392
H -2.8323 0.5619 -2.8494 2.215 -0.645 0.819 0.2525
H -0.9774 0.4183 -3.0765 0.407 0.574 0.104 0.2871
H -0.0792 2.6201 1.7208 -1.083 1.406 1.135 0.2396
H 0.9435 2.9155 0.3081 0.448 1.669 -1.013 0.2766
H 1.5823 1.5778 2.9061 1.149 -0.123 -0.194 0.2230
H 2.8212 2.5856 1.8749 -0.554 0.580 1.070 0.2475
H 3.0079 0.9908 0.0853 0.901 1.405 -0.746 0.2745
H 3.0809 0.0720 1.5133 2.087 -1.563 1.606 0.2189
H -0.6000 -2.5007 -1.4172 -0.703 0.927 2.395 0.2545
H -3.1554 -0.1256 -0.3837 -0.068 -0.767 0.633 -0.1669
```
Forces are in eV/Å.

Calculated values
Molar mass in g/mol: 244.21
Energy in a.u.: -3269.32466



Entry 6:
Below is a molecular structure, C9H14CaN4O3S4, with properties calculated with wB97M-V/def2-TZVPD.

```
35
Properties=species:S:1:pos:R:3:forces:R:3:nbo_charge:R:1
Ca 1.8762 -0.6132 -0.1865 -0.348 -0.399 -3.672 1.7194
N 0.9324 1.4733 -1.4161 0.150 0.128 -0.185 -0.8780
C 0.2696 2.3933 -0.5170 -0.044 0.593 0.343 -0.3041
C 0.7986 2.2639 0.9339 -0.581 0.721 -0.412 0.6348
O 0.8179 3.2854 1.6402 0.036 0.115 0.076 -0.7373
N 1.1206 1.0331 1.2681 0.252 -0.172 0.375 -0.8328
C 1.6650 0.8186 2.5835 0.270 0.124 0.418 -0.3496
C 2.5630 -0.4412 2.6354 0.068 0.662 1.509 0.7745
O 3.2147 -0.6220 3.6667 0.021 0.082 0.194 -0.7300
O 2.5423 -1.2006 1.6343 0.566 -1.064 1.006 -0.8824
H 1.8795 1.7863 -1.6140 -0.073 -0.071 -0.217 0.3863
H 0.4508 1.4016 -2.3074 0.183 -0.149 0.127 0.3698
H -0.8067 2.1696 -0.5036 0.135 0.012 0.026 0.1896
H 0.3859 3.4545 -0.8072 -0.114 -0.285 0.169 0.1722
H 0.8664 0.6721 3.3321 0.158 0.053 -0.003 0.1757
H 2.2539 1.6833 2.9203 -0.134 -0.200 0.028 0.2117
S 1.5557 -3.2337 -1.3376 0.116 -0.535 0.594 -0.7465
S 1.9060 -2.4796 -3.1834 0.165 0.503 -0.672 -0.1631
S 3.7990 -1.6273 -3.2411 -0.016 -0.804 -0.378 -0.1304
S 3.7795 0.1864 -2.3330 0.023 0.623 0.443 -0.7921
C -3.0178 0.0985 1.9485 0.163 -0.031 0.021 -0.6374
C -2.3556 -0.4450 0.7283 -0.169 -0.088 0.039 0.1371
C -2.8645 -1.0351 -0.4164 0.044 0.135 0.199 -0.3690
C -1.7445 -1.2967 -1.2263 0.025 0.034 0.050 0.1441
N -0.6512 -0.8993 -0.6011 0.461 -0.226 -0.631 -0.3172
N -1.0201 -0.4088 0.5720 -0.925 -0.002 0.372 -0.3608
C -1.6659 -1.8863 -2.5916 0.143 -0.030 0.037 -0.6488
H -4.1015 0.0784 1.8517 -0.022 -0.007 -0.054 0.2068
H -2.6981 1.1277 2.1159 -0.051 0.057 0.092 0.2243
H -2.7394 -0.4852 2.8266 -0.032 0.021 0.089 0.2168
H -3.8931 -1.2459 -0.6422 -0.183 0.012 0.007 0.2005
H -0.2536 0.0961 1.0805 -0.257 0.260 0.120 0.4431
H -2.6487 -1.9918 -3.0488 -0.100 0.043 0.032 0.1868
H -1.1771 -2.8595 -2.5481 0.048 -0.045 -0.024 0.2521
H -1.0392 -1.2507 -3.2163 0.018 -0.071 -0.117 0.2338
```
Forces are in eV/Å.

Calculated values
Molar mass in g/mol: 394.58
Net charge: -2
Energy in a.u.: -3066.71275
Relative energy (zero: lowest compared OMol25 entry of this formula, charge and spin) in kJ/mol: 90.85



Entry 7:
Below is a molecular structure, C9H14ClFeI2NOPS, with properties calculated with wB97M-V/def2-TZVPD.

```
31
Properties=species:S:1:pos:R:3:forces:R:3:nbo_charge:R:1
I 2.5625 -4.3978 -1.4617 -0.291 0.110 0.119 0.3296
I -0.6248 -3.2178 -0.9467 -0.227 -2.288 -0.898 0.1240
Fe 0.3747 -1.1075 -0.3004 0.661 1.707 0.430 0.4610
P 0.2336 -0.1400 -2.3744 0.169 0.723 -1.939 1.1826
C -1.3685 0.1245 -3.2033 -0.268 -0.229 0.432 -0.9742
C 1.0221 1.4799 -2.5946 0.206 -0.032 0.477 -0.9642
H 2.1284 -1.4238 -3.1371 -0.194 0.072 -0.190 0.2738
H 1.0793 -0.8052 -4.4684 0.131 -0.128 0.004 0.2705
H 0.5900 -2.2519 -3.5243 0.115 0.340 -0.070 0.2654
C 1.0985 -1.2805 -3.4841 0.157 -0.149 0.191 -0.9714
H 2.0158 1.4620 -2.1372 -0.191 0.129 -0.162 0.2815
H 1.1067 1.6868 -3.6694 -0.094 -0.112 0.218 0.2748
H -1.1810 0.3953 -4.2534 0.026 -0.094 0.353 0.2809
H -1.9106 0.9442 -2.7122 0.089 -0.207 -0.181 0.2630
H 0.4096 2.2569 -2.1208 0.158 -0.149 -0.108 0.2649
H -1.9773 -0.7873 -3.1682 0.059 0.208 -0.084 0.2625
C -1.4345 -0.4437 -0.2318 -4.088 0.603 2.009 0.4977
O -2.5459 -0.2803 0.0627 3.738 -0.292 -1.378 -0.4150
Cl 2.4355 -0.4624 -0.2787 0.155 -0.088 -0.355 -0.3939
S 0.2091 -1.6650 1.8188 -0.390 -1.020 0.579 -0.0116
C -0.0595 -0.2782 2.7939 -0.743 0.883 0.733 0.0524
N -1.2553 -0.2282 3.4735 0.619 0.715 0.183 -0.4495
C -1.5569 0.7547 4.3769 0.564 -0.661 -0.517 0.0996
C -0.6215 1.7404 4.6246 -0.061 0.055 -0.024 -0.2281
C 0.5887 1.7450 3.9158 -0.180 -0.154 -0.112 -0.0636
C 0.8650 0.7388 2.9903 -0.228 0.073 0.147 -0.2359
H -1.9267 -0.9726 3.2813 0.173 0.178 0.180 0.4541
H -2.5179 0.6669 4.8754 0.177 0.102 -0.107 0.2612
H -0.8409 2.5093 5.3628 0.039 -0.196 -0.205 0.2743
H 1.3197 2.5349 4.0821 -0.188 -0.172 0.029 0.2641
H 1.7823 0.7024 2.4086 -0.093 0.073 0.247 0.2692
```
Forces are in eV/Å.

Calculated values
Molar mass in g/mol: 560.36
Net charge: +2
Energy in a.u.: -3539.58906
Relative energy (zero: lowest compared OMol25 entry of this formula, charge and spin) in kJ/mol: 0.00
Multiplicity: 6



Entry 8:
Below is 2 unconnected molecules or ions with the total composition C9H14ClN2, with properties calculated with wB97M-V/def2-TZVPD.

```
26
Properties=species:S:1:pos:R:3:forces:R:3:nbo_charge:R:1
C -0.7082 1.2563 2.8466 -0.893 2.067 0.920 -0.2373
C 0.4930 1.7179 2.2913 -1.881 -0.247 0.712 -0.1571
C -1.5771 0.5345 2.0614 -1.351 -2.283 -0.012 -0.1633
C 0.9521 1.1586 1.1598 2.234 0.899 -0.300 -0.2390
C -1.1041 -0.0046 0.8526 1.224 2.738 3.314 -0.3345
C 0.1870 0.2550 0.4811 0.459 -2.065 -1.837 -0.0834
C 0.3549 -1.8380 -1.0948 7.050 -0.092 1.661 -0.2168
C 0.7395 -0.4404 -0.6521 0.024 -0.023 -2.760 -0.3977
C -0.3692 0.9610 -2.2479 1.336 -1.821 0.514 0.1153
N 0.6256 1.6856 -2.7707 -0.812 0.696 0.642 -0.7704
N 0.2307 -2.7172 0.2134 -3.658 4.012 -0.432 -0.7239
Cl -1.3109 -0.0867 -3.2292 0.308 0.062 -0.524 0.0500
H -0.9538 1.7653 3.8050 -0.352 -0.843 -0.757 0.2331
H 0.8707 2.6053 2.7108 1.231 0.514 0.772 0.2268
H -2.6154 0.0818 2.2731 1.653 1.476 0.571 0.2298
H 1.9859 1.3892 0.8577 -0.629 -0.088 -0.268 0.2205
H -1.7306 -0.6661 0.4444 -2.253 -2.335 -2.392 0.1913
H 1.3257 -2.2631 -1.7136 -2.593 0.842 1.592 0.2350
H -0.4344 -2.0486 -1.6567 -3.804 -0.569 -2.139 0.1978
H 1.8047 -0.2729 -0.9086 -0.775 0.257 0.389 0.2167
H -0.9920 1.2259 -1.4297 0.160 0.979 0.763 0.2259
H 0.9587 1.5204 -3.6990 0.150 -0.049 -0.223 0.4234
H 1.0551 2.4088 -2.1908 -0.225 -0.445 -0.496 0.4275
H -0.2191 -3.5966 0.1452 0.527 -1.719 -0.062 0.4355
H -0.5868 -2.1171 0.6626 1.996 -1.202 -0.323 0.4477
H 1.0183 -2.5141 0.7883 0.875 -0.762 0.673 0.4471
```
Forces are in eV/Å.

Calculated values
Molar mass in g/mol: 185.68
Net charge: +1
Energy in a.u.: -920.66187
Relative energy (zero: lowest compared OMol25 entry of this formula, charge and spin) in kJ/mol: 312.82